[1]
Molecular formula: C22H24ClN3O8S
Method: DFT, the ωB97M-V functional and the def2-TZVPD basis

CARTESIAN COORDINATES (ANGSTROEM)
1 C 1.360 -1.404 -4.585
2 O 1.696 -1.189 -3.228
3 C 1.163 -0.156 -2.571
4 C 0.295 0.784 -3.126
5 C -0.226 1.821 -2.364
6 N -1.168 2.693 -2.926
7 C -2.372 2.424 -3.497
8 O -3.036 3.308 -3.988
9 C -2.885 0.988 -3.481
10 O -2.442 0.234 -2.363
11 C -1.885 -0.963 -2.619
12 O -1.787 -1.406 -3.736
13 C -1.399 -1.625 -1.384
14 C -1.439 -0.943 -0.166
15 C -0.992 -1.542 0.989
16 S -1.092 -0.627 2.534
17 O -2.040 0.433 2.357
18 O -1.318 -1.580 3.584
19 N 0.430 0.073 2.597
20 C 1.497 -0.815 3.025
21 C 1.538 -1.001 4.541
22 C 1.621 0.359 5.230
23 C 0.450 1.229 4.779
24 C 0.469 1.366 3.258
25 C -0.514 -2.843 0.973
26 C -0.438 -3.527 -0.223
27 C -0.869 -2.925 -1.402
28 Cl -0.757 -3.834 -2.839
29 C 0.192 2.033 -1.041
30 C -0.353 3.172 -0.239
31 C 1.078 1.126 -0.500
32 C 1.532 0.029 -1.223
33 N 2.341 -0.925 -0.531
34 O 3.037 -0.508 0.375
35 O 2.253 -2.093 -0.842
36 H 1.897 -2.306 -4.871
37 H 1.688 -0.569 -5.211
38 H 0.286 -1.567 -4.707
39 H -0.012 0.695 -4.156
40 H -1.000 3.684 -2.790
41 H -3.978 1.042 -3.456
42 H -2.589 0.479 -4.409
43 H -1.842 0.055 -0.110
44 H 1.347 -1.770 2.522
45 H 2.439 -0.388 2.664
46 H 0.628 -1.513 4.855
47 H 2.398 -1.618 4.804
48 H 1.601 0.232 6.313
49 H 2.562 0.848 4.963
50 H -0.491 0.760 5.072
51 H 0.505 2.218 5.237
52 H -0.403 1.921 2.910
53 H 1.385 1.876 2.937
54 H -0.227 -3.315 1.900
55 H -0.046 -4.530 -0.262
56 H -1.441 3.130 -0.209
57 H 0.022 3.128 0.778
58 H -0.062 4.129 -0.673
59 H 1.396 1.215 0.527

Values from the calculation:
Structure (SMILES)   COc1cc(NC(=O)COC(=O)c2cc(S(=O)(=O)N3CCCCC3)ccc2Cl)c(C)cc1[N+](=O)[O-]
Highest occupied orbital energy   -9.06 eV
Electronic energy   -67409.18128 eV
Frontier orbital gap   8.578 eV

[2]
Molecular formula: C22H24CrNO4S
Method: DFT, the ωB97M-V functional and the def2-TZVPD basis

CARTESIAN COORDINATES (ANGSTROEM)
1 Cr -1.413 0.063 0.300
2 C -2.600 0.577 2.046
3 C -1.216 0.697 2.423
4 C -0.601 1.694 1.589
5 H -0.740 0.205 3.264
6 C -1.617 2.226 0.720
7 C -2.849 1.541 1.004
8 H -3.816 1.753 0.550
9 H -3.333 -0.070 2.524
10 H 0.424 2.042 1.668
11 H -1.488 3.059 0.040
12 C -1.625 -1.886 -1.034
13 C -2.793 -1.024 -0.963
14 C -2.488 0.159 -1.759
15 H -3.746 -1.282 -0.503
16 C -1.204 -0.042 -2.367
17 C -0.657 -1.256 -1.872
18 H 0.280 -1.704 -2.203
19 H -1.583 -2.898 -0.639
20 H -3.195 0.954 -2.012
21 H -0.816 0.495 -3.224
22 O 0.509 1.876 -1.503
23 C 0.807 2.982 -2.337
24 C 2.212 3.195 -1.702
25 C -0.142 4.142 -2.122
26 C 0.886 2.587 -3.799
27 C 1.862 1.915 -0.951
28 H 2.246 4.093 -1.097
29 H 3.046 3.117 -2.393
30 H 2.408 1.035 -1.308
31 H 1.851 1.986 0.134
32 H 0.337 5.056 -2.494
33 H -0.381 4.275 -1.061
34 H -1.059 3.972 -2.699
35 H 1.411 3.388 -4.338
36 H -0.124 2.485 -4.212
37 H 1.439 1.650 -3.926
38 O -1.913 -2.581 1.963
39 C -0.686 -2.434 1.839
40 N -0.134 -1.375 1.144
41 S 1.539 -1.355 1.038
42 O 1.952 -1.559 -0.330
43 O 2.065 -0.216 1.754
44 C 1.644 -2.846 1.980
45 C 2.800 -3.539 2.334
46 C 2.659 -4.733 3.058
47 C 1.381 -5.205 3.411
48 C 0.234 -4.495 3.057
49 C 0.384 -3.310 2.331
50 H 3.772 -3.147 2.044
51 H 3.548 -5.299 3.349
52 H 1.295 -6.138 3.969
53 H -0.769 -4.822 3.318

Values from the calculation:
Charge   -2
Highest occupied orbital energy (alpha / beta)   2.21 / 0.14 eV
Energy relative to the best compared isomer or geometry (same formula, charge and spin)   0.0 kJ/mol
Multiplicity   4
Electronic energy   -72135.90795 eV
Expectation value of S²   3.82
Frontier orbital gap (alpha / beta)   2.271 / 4.340 eV

[3]
Molecular formula: C22H24F24N2O4
Method: DFT, the ωB97M-V functional and the def2-TZVPD basis

CARTESIAN COORDINATES (ANGSTROEM)
1 H 3.690 -0.950 -1.193
2 N 4.080 -0.417 -0.422
3 C 3.215 -0.215 0.421
4 C 3.604 0.590 1.606
5 C 1.816 -0.742 0.215
6 C 0.747 -0.086 1.048
7 C -0.048 -1.016 1.978
8 N -1.079 -0.075 2.488
9 C -1.203 0.978 1.587
10 O -1.729 1.972 1.785
11 C -0.459 0.504 0.343
12 H 3.217 0.206 2.532
13 H 4.672 0.534 1.671
14 H 3.373 1.630 1.477
15 H 1.814 -1.809 0.354
16 H 1.585 -0.593 -0.825
17 H 1.032 0.711 1.723
18 H -0.624 -1.661 1.339
19 H 0.570 -1.487 2.712
20 H -0.745 0.312 3.360
21 H -1.133 -0.218 -0.113
22 H -0.279 1.224 -0.436
23 F -2.760 7.848 2.415
24 C -3.989 8.282 2.763
25 F -3.935 8.678 4.059
26 C -5.035 7.177 2.621
27 F -4.790 6.182 3.495
28 F -6.232 7.727 2.975
29 C -5.220 6.588 1.214
30 O -4.525 5.394 0.925
31 C -3.208 5.471 0.532
32 F -2.871 6.747 0.243
33 F -3.101 4.768 -0.614
34 C -2.270 4.845 1.559
35 F -2.421 5.436 2.768
36 F -0.985 5.035 1.171
37 H -4.254 9.148 2.149
38 H -6.269 6.309 1.149
39 H -5.067 7.339 0.439
40 H -2.458 3.773 1.662
41 F 5.738 0.858 -5.380
42 C 7.020 0.521 -5.631
43 F 7.349 1.022 -6.847
44 C 7.204 -0.996 -5.649
45 F 6.521 -1.541 -6.678
46 F 8.525 -1.227 -5.887
47 C 6.854 -1.742 -4.353
48 O 5.561 -2.315 -4.278
49 C 4.510 -1.518 -3.907
50 F 4.956 -0.348 -3.427
51 F 3.882 -2.154 -2.884
52 C 3.498 -1.330 -5.035
53 F 4.091 -0.817 -6.127
54 F 2.538 -0.465 -4.632
55 H 7.669 0.982 -4.880
56 H 7.527 -2.595 -4.313
57 H 7.081 -1.147 -3.469
58 H 3.037 -2.285 -5.298
59 F -2.545 -5.228 3.520
60 C -3.753 -5.717 3.874
61 F -3.551 -6.677 4.809
62 C -4.480 -6.328 2.677
63 F -3.814 -7.411 2.226
64 F -5.684 -6.768 3.135
65 C -4.773 -5.383 1.502
66 O -3.853 -5.401 0.426
67 C -2.709 -4.652 0.524
68 F -2.772 -3.806 1.569
69 F -2.634 -3.897 -0.592
70 C -1.458 -5.527 0.580
71 F -1.521 -6.398 1.604
72 F -0.374 -4.739 0.769
73 H -4.349 -4.917 4.324
74 H -5.703 -5.738 1.064
75 H -4.976 -4.368 1.840
76 H -1.339 -6.091 -0.347

Values from the calculation:
Structure (SMILES)   [H]/N=C(/C)C[C@@H]1CNC(=O)C1.FC(F)C(F)(F)COC(F)(F)C(F)F.FC(F)C(F)(F)COC(F)(F)C(F)F.FC(F)C(F)(F)COC(F)(F)C(F)F
Highest occupied orbital energy   -9.75 eV
Electronic energy   -99591.94129 eV
Frontier orbital gap   10.155 eV